# 1
Entry from the Open Molecules 2025 dataset: a 2-piece molecular cluster, CH4NO3S overall in a non-equilibrium geometry (wB97M-V/def2-TZVPD).

```
10
Properties=species:S:1:pos:R:3:forces:R:3:lowdin_charge:R:1
C -1.04738 0.10112 1.20282 -0.93 2.13 -0.52 -0.297
N 0.06434 -0.63238 1.72183 0.83 0.10 -0.86 0.000
O 2.15695 -0.85969 -1.43457 2.28 -1.42 -0.65 -0.424
O 1.37861 1.45283 -2.10111 0.79 -0.03 -0.81 -0.442
O -0.16630 -0.42914 -1.95974 -0.97 -0.64 -0.90 -0.446
S 1.12191 0.11624 -1.56570 -2.03 2.11 2.29 0.403
H -1.17212 0.03708 0.09587 -0.04 -0.18 0.77 0.029
H -1.96248 -0.21172 1.74975 0.35 0.05 -0.32 0.047
H -1.08415 1.31669 1.37560 0.73 -2.66 -0.01 0.118
H 0.71061 -0.89105 0.91525 -1.02 0.55 1.01 0.013
```
Positions in Å, forces in eV/Å.

Output
LUMO energy (spin up / spin down) (eV): 4.0 / 3.2
Energy (eV): -19568.104
M (g mol⁻¹): 110.114
Charge: -1

=====

# 2
Entry from the Open Molecules 2025 dataset: C24H43InNO8S2 as an isolated structure in a non-equilibrium geometry (wB97M-V/def2-TZVPD).

```
79
Properties=species:S:1:pos:R:3:forces:R:3:lowdin_charge:R:1
C 0.34039 -3.41979 4.74715 0.68 3.15 -2.17 -0.210
C 0.82388 -2.49805 3.68387 0.40 -2.08 3.03 -0.284
In 1.30421 -3.45099 1.63561 0.74 0.58 0.07 0.570
C 3.19104 -2.33427 0.91246 0.38 -0.09 -0.10 -0.344
C 4.07011 -2.04733 2.26730 0.17 -0.09 -0.81 -0.308
C 3.95946 -0.51889 2.85507 -0.70 -1.49 1.30 -0.244
N 5.36232 0.04652 2.89599 -0.80 1.84 0.69 -0.137
C 5.46519 1.41736 2.26453 0.96 0.81 -0.31 -0.233
C 4.98864 1.49899 0.69707 -1.50 1.07 -3.24 -0.062
C 4.98092 0.26437 -0.38627 -0.99 3.11 -0.85 0.000
C 4.43823 0.43651 -1.94866 0.00 3.67 3.11 -0.033
C 3.88118 1.90349 -2.42413 1.60 -1.22 3.82 -0.067
C 3.91098 3.15372 -1.36269 1.00 -2.56 1.33 -0.032
C 4.45328 2.99653 0.17921 0.27 -3.08 -2.45 -0.150
O 4.46054 4.14657 1.13932 0.94 -1.74 -2.26 -0.118
C -0.39410 -2.99638 0.20754 -1.00 -1.47 -0.78 -0.330
O -0.24537 -1.61014 -0.26223 -3.77 1.02 0.62 -0.273
C -1.55923 -0.91510 -0.30710 1.55 0.68 -0.60 -0.219
O -2.10386 -0.64098 1.05918 -1.01 0.93 -2.14 -0.183
C -3.22107 0.33662 0.96597 0.15 0.70 0.56 -0.176
C -3.48699 0.96218 2.49178 0.57 -0.78 -1.12 -0.184
O -2.61082 2.14442 2.67100 0.31 -1.30 -0.73 -0.157
H -0.59954 -3.09276 5.39896 2.61 -0.72 -0.54 0.029
H 0.93090 -4.41721 4.90988 -2.08 1.50 -0.84 0.028
H 1.00215 -1.32863 3.83893 -1.89 -2.24 -0.26 0.019
H 1.70202 -5.19772 1.75974 -0.19 0.21 0.06 -0.111
H 3.79427 -3.04956 0.17110 -1.18 1.70 1.46 0.036
H 2.84151 -1.36329 0.35958 0.98 -1.71 1.00 0.024
H 3.76468 -2.80699 3.11059 0.59 1.48 -1.53 0.073
H 5.20567 -2.24031 2.00587 -2.10 0.53 0.80 0.088
H 3.59573 -0.62591 3.98664 0.57 0.29 -2.36 0.115
H 3.16434 0.15957 2.32860 1.67 -1.31 0.64 0.127
H 5.56641 0.20492 3.92865 -0.12 -0.23 -1.94 0.107
H 4.94052 2.25177 2.93792 0.72 -1.58 -1.88 0.123
H 6.62194 1.70806 2.27427 -2.33 -0.58 -0.07 0.122
H 5.38567 -0.79057 -0.03058 -1.10 2.52 -0.78 0.093
H 4.45404 -0.49652 -2.65566 -0.13 2.13 1.51 0.078
H 3.47888 2.01516 -3.53327 1.02 -0.04 2.77 0.059
H 3.50594 4.21853 -1.68667 0.96 -2.52 0.73 0.082
H 5.33355 4.63673 1.09445 -1.39 -1.19 -0.25 0.107
H -1.44152 -3.19080 0.69796 1.79 0.58 -0.91 0.055
H -0.34291 -3.69791 -0.75269 -0.18 1.32 1.76 0.052
H -2.32106 -1.49295 -0.98232 1.18 0.73 1.46 0.141
H -1.34310 0.14231 -0.80297 -0.35 -2.10 0.94 0.138
H -2.88368 1.25887 0.29398 -0.67 -1.81 1.27 0.127
H -4.19661 -0.11105 0.49201 1.83 0.57 1.02 0.122
H -3.25781 0.11577 3.29601 -0.51 1.85 -1.74 0.146
H -4.59530 1.33219 2.58174 2.33 -0.70 -0.19 0.087
H -1.72108 2.01226 2.21407 -1.88 -0.26 0.93 0.109
C -9.68287 0.74222 3.00882 -0.24 0.05 0.12 -0.232
C -8.71937 1.92669 3.06611 -0.13 0.30 -0.16 -0.222
C -7.42831 1.43650 3.71953 0.05 0.70 0.19 -0.225
S -7.31577 -0.30901 3.35597 0.52 -0.41 -0.18 0.675
O -7.42874 -1.04620 4.59690 0.17 0.18 -0.48 -0.316
O -6.23432 -0.53184 2.41721 -0.47 -0.14 0.60 -0.325
C -8.86567 -0.42923 2.48478 -0.54 -0.08 -0.26 -0.238
H -10.54434 0.95010 2.36750 0.10 -0.05 0.10 0.115
H -10.05548 0.51971 4.01584 0.03 -0.02 -0.14 0.120
H -8.50830 2.27471 2.04764 -0.03 -0.06 0.14 0.120
H -9.14637 2.76934 3.61884 0.10 -0.11 -0.10 0.115
H -6.55240 1.94920 3.31402 -0.06 -0.23 0.18 0.090
H -7.45962 1.55504 4.80610 0.08 -0.15 -0.16 0.111
H -9.32952 -1.39775 2.67917 0.24 0.04 0.00 0.109
H -8.65839 -0.31810 1.41626 0.06 -0.05 0.16 0.110
C 2.07438 1.21589 -7.85656 0.00 0.21 -0.18 -0.230
C 2.54450 -0.13089 -8.40408 -0.21 -0.12 -0.29 -0.225
C 3.70966 -0.59841 -7.53351 0.20 -0.37 -0.62 -0.229
S 3.45055 0.12569 -5.92099 -0.09 -0.35 0.65 0.654
O 4.51754 1.06970 -5.66313 -0.29 -0.38 0.01 -0.329
O 3.09481 -0.91845 -4.98095 0.47 0.60 -0.31 -0.320
C 1.98066 1.03799 -6.34847 -0.46 0.33 -0.13 -0.236
H 1.11426 1.51618 -8.28624 0.14 -0.02 0.07 0.116
H 2.81148 1.99091 -8.09833 -0.11 -0.06 0.06 0.120
H 1.72394 -0.85604 -8.34266 0.11 0.11 0.00 0.119
H 2.84096 -0.05919 -9.45521 -0.04 -0.04 0.16 0.114
H 3.73271 -1.68737 -7.44323 0.12 0.22 0.17 0.107
H 4.66705 -0.23602 -7.91789 -0.11 -0.02 0.20 0.106
H 1.95665 1.98403 -5.80495 0.10 -0.20 0.09 0.107
H 1.11580 0.42523 -6.07721 0.17 0.05 0.05 0.115
```
Positions in Å, forces in eV/Å.

Output
LUMO energy (eV): 1.9
Energy (eV): -70282.142
M (g mol⁻¹): 652.559
Charge: -1

=====

# 3
Entry from the Open Molecules 2025 dataset: C29H30CaF4N4OS as an isolated structure in a non-equilibrium geometry (wB97M-V/def2-TZVPD).

```
70
Properties=species:S:1:pos:R:3:forces:R:3:lowdin_charge:R:1
Ca -0.99447 0.23868 -0.52447 -0.32 -0.50 -0.20 1.375
C -3.12333 2.17092 -2.39463 0.01 -0.06 -0.05 -0.092
N -1.77243 2.38169 -1.88680 0.08 0.11 0.33 -0.334
C -0.89527 2.81229 -2.97532 -0.07 0.00 0.06 -0.099
C -1.74879 3.40202 -0.82049 0.02 -0.03 -0.20 -0.217
C -2.54897 3.01952 0.41154 0.08 -0.21 0.00 -0.259
N -2.09310 1.70707 0.85688 -0.49 0.07 0.89 -0.137
C -2.50305 1.23253 2.06631 0.28 0.31 -0.59 -0.209
C -1.89718 0.05849 2.56567 0.04 -0.03 0.03 -0.149
F -0.90615 -0.50079 1.79334 -0.03 0.07 0.17 -0.038
C -2.21445 -0.55414 3.74971 0.04 0.05 -0.05 -0.229
F -1.55279 -1.67603 4.09085 0.02 -0.03 0.04 0.079
C -3.17946 -0.03160 4.58812 -0.01 -0.03 0.05 0.046
C -3.78403 1.12862 4.14755 -0.08 0.19 -0.08 -0.225
F -4.73248 1.70474 4.90445 -0.01 -0.05 0.05 0.086
C -3.47540 1.74205 2.94765 -0.09 -0.01 0.16 -0.147
F -4.16661 2.85531 2.62169 -0.06 0.05 0.01 0.071
H -3.56024 3.09841 -2.79347 0.01 0.01 -0.01 0.095
H -3.78009 1.79736 -1.60845 0.03 0.00 0.02 0.080
H -3.08850 1.43287 -3.19746 -0.01 0.01 0.00 0.084
H -1.21782 3.78543 -3.37344 0.02 0.01 -0.03 0.091
H -0.90066 2.07593 -3.77632 -0.01 -0.02 0.01 0.077
H 0.12765 2.90605 -2.60909 0.00 0.01 0.01 0.085
H -2.10341 4.36718 -1.21569 -0.05 0.01 0.01 0.123
H -0.70031 3.53568 -0.53820 0.00 -0.02 0.04 0.117
H -3.62112 3.05274 0.18822 -0.02 -0.05 -0.03 0.104
H -2.38449 3.80546 1.15521 0.05 -0.01 0.06 0.118
H -3.44520 -0.49758 5.52444 0.01 0.02 -0.02 0.129
S 3.65666 0.58629 -1.56965 0.16 -0.01 -0.11 1.119
C 3.58358 1.06299 0.09415 0.21 0.02 0.01 -0.469
C 4.61487 1.37903 0.97616 0.02 0.00 0.01 -0.086
C 4.27891 1.73709 2.26789 -0.07 0.00 0.00 -0.087
C 2.93872 1.78449 2.67693 0.04 -0.01 -0.04 -0.074
C 1.91948 1.46924 1.80142 0.03 0.04 0.10 -0.013
C 2.25519 1.10342 0.49896 -0.60 -0.08 -0.18 -0.316
N 1.33205 0.75368 -0.48927 0.61 0.03 -0.17 -0.007
C 1.91910 0.46934 -1.62628 -0.38 -0.11 -0.08 -0.524
C 1.20262 0.01172 -2.85335 0.34 0.18 0.45 -0.325
C 1.94332 -0.10816 -4.03579 -0.05 -0.04 -0.12 -0.084
C 1.33156 -0.59480 -5.17570 -0.05 0.00 0.04 -0.097
C -0.01047 -0.96499 -5.11104 0.09 0.04 0.03 -0.100
C -0.71884 -0.82337 -3.92369 0.00 0.05 0.02 -0.156
C -0.16562 -0.31697 -2.73123 0.30 -0.16 -0.67 -0.209
H 5.65043 1.34850 0.66246 -0.03 0.00 -0.01 0.108
H 5.06088 1.98958 2.97200 0.00 -0.01 -0.01 0.103
H 2.69905 2.07607 3.69115 0.02 -0.01 0.00 0.105
H 0.87962 1.50845 2.10434 0.01 0.00 -0.03 0.108
H 2.98977 0.17965 -4.08625 -0.03 0.00 0.05 0.078
H 1.88798 -0.68822 -6.09956 -0.01 0.00 0.01 0.097
H -0.49725 -1.36080 -5.99605 -0.01 0.00 0.02 0.096
H -1.76453 -1.12602 -3.94232 0.00 0.01 0.04 0.080
O -0.85338 -2.26142 -0.18226 -0.04 0.18 -0.27 -0.024
C -0.07753 -3.20134 -0.27136 -0.19 0.05 0.37 -0.467
C 1.23164 -3.12285 -0.99320 -0.07 -0.06 -0.16 -0.077
C 2.32046 -3.06322 0.11235 0.02 -0.02 0.02 -0.154
C 1.85936 -2.48371 1.46969 -0.09 0.04 -0.05 -0.179
C 1.14175 -3.47792 2.40612 0.12 -0.08 -0.02 -0.166
C -0.25827 -3.90766 1.96756 -0.13 -0.03 -0.12 -0.167
N -0.25038 -4.31148 0.53923 0.18 0.21 0.04 0.078
H 1.22796 -2.23455 -1.61688 0.00 0.06 -0.01 0.088
H 1.36838 -3.98491 -1.65082 0.07 -0.02 0.07 0.128
H 3.14853 -2.46555 -0.27174 -0.01 0.03 0.01 0.100
H 2.72595 -4.06440 0.28610 0.00 0.00 0.00 0.109
H 1.22567 -1.60642 1.30599 0.05 -0.03 0.01 0.088
H 2.74084 -2.10615 1.99070 0.03 -0.06 0.02 0.114
H 1.07476 -3.04929 3.40908 -0.04 0.04 -0.02 0.111
H 1.77361 -4.37042 2.50005 0.00 0.01 0.00 0.111
H -0.96545 -3.08781 2.05851 0.01 -0.02 0.00 0.094
H -0.63250 -4.73031 2.57380 0.04 -0.05 0.01 0.117
H 0.47365 -4.99772 0.36398 -0.02 -0.03 0.05 0.124
```
Positions in Å, forces in eV/Å.

Output
LUMO energy (eV): 0.1
Energy (eV): -78713.846
M (g mol⁻¹): 598.723
Charge: 0

=====

# 4
Entry from the Open Molecules 2025 dataset: C5H7N as an isolated structure in a non-equilibrium geometry (wB97M-V/def2-TZVPD).

```
13
Properties=species:S:1:pos:R:3:forces:R:3:lowdin_charge:R:1
C 1.76818 -0.55297 -0.24996 5.05 -4.21 3.13 -0.193
C 0.38038 1.07733 0.03291 -3.49 1.41 1.15 -0.160
C -0.39745 -0.27856 0.24089 -4.15 1.32 0.89 -0.272
C -1.87501 -0.29820 -0.08796 1.92 0.41 -0.38 -0.158
C -3.06569 -0.24993 -0.26490 -4.25 3.07 -1.69 0.005
H 1.68378 -0.35195 0.99473 1.18 -0.58 -3.10 0.113
H 1.75636 -1.72883 -0.22312 -0.06 2.07 -0.61 0.095
H 2.96217 -0.30287 -0.63667 -3.90 -0.01 0.78 0.148
H 0.92159 1.29988 0.95246 0.49 0.37 -0.84 0.106
H -0.08612 1.78415 -0.60696 -0.79 1.53 0.77 0.106
H -0.44348 -0.81538 1.29048 1.85 0.83 -2.33 0.178
H -4.19948 0.40841 -0.64016 4.28 -2.98 1.60 0.160
N 0.59476 0.00893 -0.80174 1.87 -3.25 0.63 -0.129
```
Positions in Å, forces in eV/Å.

Output
LUMO energy (eV): 1.0
Energy (eV): -6781.223
M (g mol⁻¹): 81.118
Charge: 0

=====

Q: Look up the M of the fourth one.
A: 81.118 g mol⁻¹

=====

Please write out number 1 again, unchanged.
Entry from the Open Molecules 2025 dataset: a 2-piece molecular cluster, CH4NO3S overall in a non-equilibrium geometry (wB97M-V/def2-TZVPD).

```
10
Properties=species:S:1:pos:R:3:forces:R:3:lowdin_charge:R:1
C -1.04738 0.10112 1.20282 -0.93 2.13 -0.52 -0.297
N 0.06434 -0.63238 1.72183 0.83 0.10 -0.86 0.000
O 2.15695 -0.85969 -1.43457 2.28 -1.42 -0.65 -0.424
O 1.37861 1.45283 -2.10111 0.79 -0.03 -0.81 -0.442
O -0.16630 -0.42914 -1.95974 -0.97 -0.64 -0.90 -0.446
S 1.12191 0.11624 -1.56570 -2.03 2.11 2.29 0.403
H -1.17212 0.03708 0.09587 -0.04 -0.18 0.77 0.029
H -1.96248 -0.21172 1.74975 0.35 0.05 -0.32 0.047
H -1.08415 1.31669 1.37560 0.73 -2.66 -0.01 0.118
H 0.71061 -0.89105 0.91525 -1.02 0.55 1.01 0.013
```
Positions in Å, forces in eV/Å.

Output
LUMO energy (spin up / spin down) (eV): 4.0 / 3.2
Energy (eV): -19568.104
M (g mol⁻¹): 110.114
Charge: -1

=====

Q: Which formula does entry 1 have?
A: CH4NO3S

=====

Q: Which of these has the highest M?
A: C24H43InNO8S2